The following is a quantum chemistry calculation of a molecular structure, C43H41ClN5O4S2Y, from the OMol25 dataset.

Structure (ORCA input):
```
! RIJCOSX wB97M-V def2-TZVPD def2/J DEFGRID3
* xyz -2 1
Y 0.0716 -0.5186 0.1734
C -5.0288 6.1721 1.0327
C -3.8068 5.3659 0.6790
C -3.6941 4.0332 1.0653
C -2.5840 3.2757 0.7238
C -1.5694 3.8634 -0.0178
C -1.6585 5.1891 -0.4120
C -2.7743 5.9344 -0.0607
S -0.1353 2.8924 -0.4394
O 0.4458 2.4228 0.8002
O 0.6828 3.7557 -1.2697
N -0.6544 1.5892 -1.1576
C -1.2988 1.6249 -2.3663
C -1.5690 2.7303 -3.1552
C -2.2754 2.6016 -4.3674
C -2.7046 1.3896 -4.8282
C -2.4218 0.2273 -4.0680
C -2.7970 -1.0735 -4.4761
C -2.4639 -2.1472 -3.7059
C -1.7455 -1.9357 -2.5088
N -1.4016 -0.7417 -2.0922
C -1.7250 0.3397 -2.8500
H -5.5834 5.7064 1.8476
H -5.7045 6.2552 0.1776
H -4.7604 7.1852 1.3379
H -4.4861 3.5752 1.6478
H -2.4964 2.2386 1.0351
H -0.8481 5.6211 -0.9847
H -2.8432 6.9742 -0.3645
H -1.2200 3.7052 -2.8479
H -2.4738 3.4975 -4.9454
H -3.2451 1.2965 -5.7631
H -3.3393 -1.1968 -5.4081
H -2.7261 -3.1577 -3.9895
H -1.4293 -2.7585 -1.8796
O 3.6290 -1.3518 3.2942
S 2.2456 -1.0135 3.0333
O 1.2614 -2.0569 3.0977
N 2.0494 -0.2397 1.6504
C 3.0055 0.6931 1.2666
C 3.9176 1.3266 2.0923
C 4.8419 2.2653 1.6015
C 4.8961 2.5959 0.2795
C 3.9912 1.9762 -0.6120
C 3.9843 2.2617 -1.9934
C 3.0921 1.6427 -2.8163
C 2.1828 0.7368 -2.2454
N 2.1602 0.4457 -0.9692
C 3.0504 1.0394 -0.1294
C 1.7973 0.1585 4.3149
C 0.6433 0.9175 4.1775
C 0.2985 1.8145 5.1778
C 1.0971 1.9501 6.3066
C 2.2469 1.1833 6.4380
C 2.6003 0.2862 5.4389
H 3.9349 1.0993 3.1454
H 5.5237 2.7319 2.3039
H 5.6065 3.3207 -0.1007
H 4.6918 2.9875 -2.3796
H 3.0492 1.8495 -3.8768
H 1.4387 0.2506 -2.8675
H 0.0117 0.8121 3.3027
H -0.5989 2.4102 5.0659
H 0.8244 2.6562 7.0826
H 2.8737 1.2878 7.3163
H 3.4990 -0.3131 5.5086
C -3.0483 -3.3761 0.7560
C -1.9682 -4.3441 1.2445
C -1.2671 -3.8161 2.4966
C -0.9838 -4.7681 0.1661
C -1.0217 -6.0969 -0.2244
C -0.1591 -6.6402 -1.1712
C 0.8025 -5.7907 -1.7069
C 0.9190 -4.4611 -1.3385
C 2.0329 -3.6636 -1.9960
C 1.4925 -2.5366 -2.8810
C 3.1008 -3.1603 -1.0194
C -0.0051 -3.8520 -0.3954
N 0.0216 -2.5525 -0.1214
H -3.7721 -3.1753 1.5529
H -3.5854 -3.8001 -0.0991
H -2.6133 -2.4241 0.4668
H -2.4937 -5.2645 1.5352
H -0.6684 -2.9371 2.2659
H -0.5983 -4.5774 2.9069
H -1.9994 -3.5425 3.2631
H -1.7722 -6.7383 0.2352
H -0.2195 -7.6832 -1.4608
H 1.5154 -6.1838 -2.4307
H 2.5455 -4.3645 -2.6686
H 0.9929 -1.7782 -2.2759
H 0.7557 -2.9234 -3.5910
H 2.3040 -2.0639 -3.4455
H 2.6539 -2.5464 -0.2445
H 3.8629 -2.5707 -1.5430
H 3.5959 -4.0017 -0.5294
Cl -2.0019 -0.0235 1.7875
*
```

## Properties
orbital gap: 4.445 eV
LUMO level: 0.145 Ha
HOMO level: -0.0186 Eh
energy above the lowest of the compared OMol25 structures with the same formula, charge and spin: 0.0 kcal per mole
strongest force on any atom: 0.00817 Eh/bohr

=====

The following is a quantum chemistry calculation of a molecular structure, C43H42AlN4OPSi, from the OMol25 dataset.

Structure (ORCA input):
```
! RIJCOSX wB97M-V def2-TZVPD def2/J DEFGRID3
* xyz 0 1
Al 0.6639 -1.1464 0.4666
C -3.1608 4.6255 -0.5188
C -2.9781 3.7910 0.5771
C -1.7919 3.0926 0.7327
C -0.7550 3.2227 -0.1945
C -0.9495 4.0648 -1.2880
C -2.1435 4.7558 -1.4521
P 0.7305 2.1635 0.0059
C 2.0509 3.2554 -0.6529
C 3.1299 2.6308 -1.2752
C 4.1969 3.3764 -1.7615
C 4.1920 4.7559 -1.6432
C 3.1187 5.3899 -1.0298
C 2.0599 4.6463 -0.5371
C 0.9995 2.3115 1.8096
C 0.9541 3.5639 2.3706
C 1.2675 3.7879 3.7178
C 1.6412 2.7307 4.4887
C 1.6768 1.4193 3.9643
C 2.0443 0.3608 4.8301
C 2.0257 -0.9189 4.3856
C 1.6172 -1.1850 3.0627
C 1.2691 -0.2161 2.1434
C 1.3261 1.1576 2.6019
H -4.0833 5.1795 -0.6360
H -3.7611 3.6890 1.3179
H -1.6521 2.4517 1.5953
H -0.1620 4.1877 -2.0228
H -2.2697 5.4110 -2.3045
H 3.1357 1.5591 -1.3881
H 5.0253 2.8708 -2.2396
H 5.0195 5.3402 -2.0251
H 3.1076 6.4679 -0.9324
H 1.2323 5.1624 -0.0654
H 0.6769 4.4141 1.7587
H 1.2217 4.7887 4.1260
H 1.9093 2.8750 5.5285
H 2.3328 0.5975 5.8472
H 2.3077 -1.7368 5.0368
H 1.5868 -2.2244 2.7598
C -3.9194 0.5146 -3.4962
N -3.5076 0.1307 -2.1640
N -2.2254 -0.2758 -1.8693
C -2.0955 -0.3604 -0.5207
O -1.0308 -0.7306 0.0441
C -3.3424 -0.0072 0.0373
C -4.1719 0.3087 -1.0087
C -5.5759 0.7994 -0.9986
C -1.2592 -0.5268 -2.8928
C -1.0545 -1.8278 -3.3224
C -0.1408 -2.0607 -4.3381
C 0.5438 -1.0001 -4.9126
C 0.3271 0.2980 -4.4727
C -0.5756 0.5392 -3.4520
H -3.2445 0.0676 -4.2206
H -3.8972 1.5997 -3.6135
H -4.9269 0.1451 -3.6762
H -3.5711 0.0109 1.0867
H -5.9321 0.8608 0.0258
H -6.2349 0.1316 -1.5541
H -5.6393 1.7924 -1.4461
H -1.5856 -2.6437 -2.8494
H 0.0506 -3.0730 -4.6656
H 1.2708 -1.1905 -5.6898
H 0.8844 1.1205 -4.9000
H -0.7533 1.5397 -3.0835
N 2.2183 -1.2105 -2.2711
C 1.6439 -1.1282 -1.2732
C -1.9787 -2.5906 2.2483
Si -0.7228 -3.8260 1.6015
C -1.7230 -5.0027 0.5066
C -0.0903 -4.7737 3.0964
N 0.5843 -2.9950 0.8095
C 1.7797 -3.7060 0.5828
C 3.0170 -3.0569 0.6726
C 4.2107 -3.7245 0.4628
C 4.2263 -5.0807 0.1716
C 3.0148 -5.7497 0.0941
C 1.8189 -5.0782 0.2918
H -2.6362 -3.1106 2.9489
H -2.5985 -2.1851 1.4487
H -1.5070 -1.7622 2.7812
H -2.7874 -4.9017 0.7309
H -1.4550 -6.0473 0.6711
H -1.5817 -4.7861 -0.5540
H -0.8796 -5.3961 3.5231
H 0.2446 -4.0810 3.8708
H 0.7471 -5.4223 2.8385
H 3.0588 -2.0029 0.9348
H 5.1396 -3.1731 0.5374
H 5.1606 -5.6014 0.0127
H 2.9910 -6.8081 -0.1351
H 0.8990 -5.6308 0.1901
*
```

## Properties
orbital gap: 7.337 eV
LUMO level: 0.007 Ha
HOMO level: -0.2622 Eh
energy above the lowest of the compared OMol25 structures with the same formula, charge and spin: 0.0 kcal per mole
strongest force on any atom: 0.00516 Eh/bohr

=====

The following is a quantum chemistry calculation of a molecular structure, C43H42BrNO3OsPSi, from the OMol25 dataset.

Structure (ORCA input):
```
! RIJCOSX wB97M-V def2-TZVPD def2/J DEFGRID3
* xyz 1 5
Os -0.6185 0.1658 0.7301
C 0.6644 2.2658 3.8428
Si -1.0816 2.3814 3.2857
C -2.0865 1.1883 4.2907
C -1.7400 4.0662 3.7088
N -1.3428 1.9418 1.5126
C -1.9010 2.8668 0.6497
C -1.7085 4.2647 0.7860
C -2.3354 5.1565 -0.0433
C -3.2012 4.6865 -1.0383
C -3.3422 3.3239 -1.2537
C -2.6511 2.4371 -0.4550
O -2.6562 1.0882 -0.6746
C -2.8644 0.6515 -1.9910
C -3.8047 -0.3357 -2.1771
C -4.0362 -0.7988 -3.4679
C -3.3372 -0.2601 -4.5384
C -2.3761 0.7234 -4.3192
C -2.1274 1.1841 -3.0339
H 0.6467 2.4735 4.9238
H 1.3156 3.0048 3.3575
H 1.0982 1.2777 3.6814
H -2.3057 1.6922 5.2419
H -1.5300 0.2738 4.5291
H -3.0424 0.9133 3.8294
H -1.9765 4.0398 4.7813
H -2.6599 4.3237 3.1720
H -1.0100 4.8691 3.5523
H -1.0173 4.6226 1.5383
H -2.1575 6.2189 0.0732
H -3.7453 5.3863 -1.6630
H -3.9629 2.9488 -2.0572
H -4.3508 -0.7284 -1.3247
H -4.7768 -1.5730 -3.6325
H -3.5366 -0.6074 -5.5448
H -1.8136 1.1329 -5.1513
H -1.3748 1.9471 -2.8392
C 2.1503 -4.3677 -1.3871
C 0.9830 -3.8168 -2.1840
C 0.7586 -4.3880 -3.4366
C -0.2767 -3.9838 -4.2634
C -1.1398 -2.9830 -3.8483
C -0.9413 -2.3893 -2.6120
C 0.1133 -2.7843 -1.7791
P 0.1709 -1.9873 -0.1484
C 1.9016 -1.9157 0.3992
C 2.2119 -2.3971 1.6686
C 3.4933 -2.2535 2.1832
C 4.4608 -1.6119 1.4258
C 4.1427 -1.1146 0.1673
C 2.8665 -1.2421 -0.3681
C 2.5762 -0.6425 -1.7277
C -0.6772 -3.1399 0.9452
C -0.5115 -4.5266 0.8762
C -1.1507 -5.3437 1.7875
C -1.9592 -4.7746 2.7712
C -2.1496 -3.4025 2.8122
C -1.5290 -2.5668 1.8798
C -1.8469 -1.0802 1.8581
H 2.3174 -5.4097 -1.6633
H 2.0106 -4.3233 -0.3145
H 3.0714 -3.8222 -1.6119
H 1.4214 -5.1861 -3.7621
H -0.4129 -4.4613 -5.2287
H -1.9606 -2.6650 -4.4776
H -1.6171 -1.6081 -2.2852
H 1.4521 -2.9011 2.2554
H 3.7305 -2.6398 3.1690
H 5.4650 -1.4857 1.8180
H 4.9032 -0.6012 -0.4138
H 2.5282 -1.4076 -2.5055
H 3.3605 0.0622 -2.0026
H 1.6283 -0.1039 -1.7472
H 0.1152 -4.9683 0.1104
H -1.0241 -6.4199 1.7349
H -2.4573 -5.4101 3.4958
H -2.8038 -2.9662 3.5646
H -1.8762 -0.7050 2.8759
H -2.8618 -0.9419 1.4729
Br 6.4096 5.0904 -1.0046
C 4.9081 4.0166 -0.6321
C 3.8326 4.0321 -1.5066
C 2.7300 3.2399 -1.2272
C 2.7079 2.4482 -0.0843
C 3.7959 2.4428 0.7838
C 4.9061 3.2295 0.5109
C 1.5280 1.5957 0.1955
O 0.5553 1.5522 -0.6269
O 1.4656 0.8918 1.2553
H 3.8629 4.6529 -2.3930
H 1.8762 3.2259 -1.8965
H 3.7673 1.8129 1.6663
H 5.7636 3.2321 1.1737
*
```

## Properties
orbital gap (spin up / spin down): 8.968 / 6.123 eV
LUMO level (spin up / spin down): -0.072 / -0.177 Ha
HOMO level (spin up / spin down): -0.4015 / -0.4018 Eh
energy above the lowest of the compared OMol25 structures with the same formula, charge and spin: 13.0 kcal per mole
strongest force on any atom: 0.01309 Eh/bohr

=====

The following is a quantum chemistry calculation of a molecular structure, C43H42IN4O6SbTl, from the OMol25 dataset.

Structure (ORCA input):
```
! RIJCOSX wB97M-V def2-TZVPD def2/J DEFGRID3
* xyz 3 1
Tl -0.0067 0.2277 0.1203
C 0.4162 3.0559 2.1170
C -0.8586 2.6170 2.8171
O -1.2484 1.3576 2.2913
C -1.5597 0.3085 3.1879
C -2.5290 -0.6479 2.4759
O -2.4120 -0.6069 1.0505
C -3.4407 0.0905 0.3381
C -3.2914 1.5841 0.2910
O -2.0364 1.9294 -0.2921
C -1.7891 3.3344 -0.2625
C -0.3022 3.6245 -0.1503
O 0.4287 2.7454 0.7177
H 1.2653 2.5175 2.5388
H 0.5685 4.1257 2.2690
H -1.6590 3.3374 2.6447
H -0.6778 2.5700 3.8930
H -2.0210 0.6846 4.1024
H -0.6386 -0.2178 3.4634
H -3.5626 -0.4501 2.7612
H -2.2845 -1.6621 2.7863
H -4.4161 -0.1489 0.7661
H -3.3990 -0.2905 -0.6773
H -3.3742 2.0241 1.2864
H -4.1066 1.9781 -0.3222
H -2.3515 3.7878 0.5549
H -2.1325 3.7963 -1.1909
H -0.1732 4.6619 0.1654
H 0.1525 3.5053 -1.1237
O 0.1446 0.6154 -8.1061
N 0.7469 1.0908 -7.1726
O 1.6679 1.8767 -7.2605
C 0.3170 0.6610 -5.8033
C -0.6596 -0.2576 -5.7719
C -1.1774 -0.7445 -4.5325
C -2.2155 -1.6907 -4.4820
C -2.6392 -2.1561 -3.2641
C -2.0125 -1.6682 -2.1141
N -1.0646 -0.7451 -2.1418
C -0.6477 -0.2709 -3.3296
C 0.3937 0.7327 -3.3618
N 0.8546 1.1839 -2.1786
C 1.8135 2.0901 -2.1492
C 2.3748 2.6164 -3.3114
C 1.9296 2.1681 -4.5254
C 0.8966 1.2040 -4.5910
H -1.0567 -0.6347 -6.7038
H -2.6635 -2.0413 -5.4040
H -3.4328 -2.8877 -3.1830
H -2.2794 -2.0575 -1.1359
H 2.1541 2.4142 -1.1694
H 3.1679 3.3491 -3.2462
H 2.3674 2.5431 -5.4329
C 3.8108 -4.3937 5.4991
C 3.6511 -5.1434 4.3323
C 3.2076 -4.5324 3.1756
C 3.0091 -3.1417 3.1765
C 3.1599 -2.3858 4.3573
C 3.5711 -3.0172 5.5095
Sb 2.5377 -2.1764 1.3960
C 2.8166 -3.7424 -0.0261
C 1.7021 -3.9965 -0.9821
C 2.0573 -4.9658 -2.1539
C 3.4249 -5.5759 -2.1011
C 4.3248 -5.2675 -1.1702
C 4.0191 -4.3162 -0.0872
C 3.8407 -0.4949 1.4844
C 5.1705 -0.8238 1.7230
C 6.0744 0.2215 1.8664
C 5.6407 1.5411 1.8033
C 4.3005 1.8349 1.5740
C 3.3842 0.8064 1.4061
H 4.1035 -4.8914 6.4152
H 3.8601 -6.2049 4.3340
H 3.0413 -5.1249 2.2866
H 2.9727 -1.3181 4.3589
H 3.7075 -2.4480 6.4197
H 0.7844 -4.2669 -0.4577
H 1.3242 -5.7582 -2.2913
H 3.6683 -6.3069 -2.8652
H 5.3100 -5.7161 -1.1720
H 4.8123 -4.0923 0.6189
H 5.5145 -1.8495 1.7877
H 7.1183 -0.0056 2.0419
H 6.3514 2.3449 1.9437
H 3.9657 2.8648 1.5411
H 2.3440 1.0363 1.2077
I 4.7928 -0.0111 -2.0569
C 3.4150 -1.5405 -2.4940
C 3.7343 -2.3205 -3.7035
C 2.9904 -3.3722 -4.0174
C 1.8313 -3.7860 -3.1755
C 1.5131 -2.8239 -1.9979
N 2.4343 -1.7116 -1.7167
H 4.5752 -2.0118 -4.3089
H 3.2103 -3.9598 -4.9025
H 0.9750 -3.9814 -3.8216
H 0.5171 -2.4037 -2.0075
*
```

## Properties
orbital gap (spin up / spin down): 4.449 / 4.450 eV
LUMO level (spin up / spin down): -0.422 / -0.422 Ha
HOMO level (spin up / spin down): -0.5854 / -0.5854 Eh
energy above the lowest of the compared OMol25 structures with the same formula, charge and spin: 51.9 kcal per mole
strongest force on any atom: 0.01670 Eh/bohr